Density functional theory data (ωB97M-V/def2-TZVPD) for C42H30IN3O4PRuS as an isolated structure.

The value obtained for the HOMO-LUMO gap (alpha / beta) is 7.4 / 6.8 eV. The LUMO energy (alpha / beta) is 0.46 / -1.10 eV.

Geometry as ORCA input:
```
! wB97M-V def2-TZVPD RIJCOSX def2/J DEFGRID3
* xyz 0 6
Ru -0.257 -1.347 0.300
O 0.026 -1.733 2.431
N 0.791 -1.091 3.241
N 1.446 -0.158 2.675
O 1.387 0.091 1.410
C 2.265 0.708 3.514
C 2.149 0.652 4.893
C 2.923 1.513 5.653
C 3.787 2.413 5.039
C 3.884 2.448 3.657
C 3.118 1.588 2.879
H 1.463 -0.041 5.356
H 2.842 1.485 6.731
H 4.384 3.086 5.640
H 4.556 3.145 3.174
H 3.173 1.598 1.802
O -4.383 -1.388 1.455
C -3.485 -0.805 0.875
O -2.308 -1.310 0.707
C -3.752 0.598 0.341
C -5.099 0.946 0.221
C -5.483 2.199 -0.215
C -4.519 3.153 -0.515
C -3.181 2.832 -0.387
C -2.783 1.556 0.015
P -1.012 1.236 0.304
C -0.069 2.089 -0.995
C 1.300 2.272 -0.791
C 2.110 2.737 -1.815
C 1.566 3.018 -3.060
C 0.208 2.831 -3.274
C -0.605 2.366 -2.251
C -0.732 2.163 1.848
C -1.227 1.563 3.006
C -1.048 2.167 4.240
C -0.361 3.371 4.330
C 0.129 3.972 3.180
C -0.059 3.375 1.941
H -5.828 0.196 0.494
H -6.534 2.441 -0.306
H -4.809 4.145 -0.836
H -2.431 3.586 -0.595
H 1.735 2.019 0.167
H 3.170 2.866 -1.641
H 2.199 3.371 -3.863
H -0.224 3.031 -4.246
H -1.657 2.200 -2.443
H -1.746 0.611 2.944
H -1.434 1.690 5.131
H -0.208 3.839 5.294
H 0.662 4.912 3.244
H 0.328 3.856 1.051
I 2.685 -2.230 -0.402
C 2.392 -1.385 -2.285
C 3.489 -1.241 -3.082
C 3.331 -0.786 -4.411
C 2.082 -0.561 -4.904
C 0.936 -0.730 -4.087
C -0.362 -0.569 -4.635
C -1.462 -0.734 -3.851
C -1.307 -0.993 -2.470
C -0.077 -1.142 -1.867
C 1.070 -1.082 -2.719
H 4.475 -1.491 -2.715
H 4.204 -0.657 -5.038
H 1.941 -0.260 -5.935
H -0.455 -0.328 -5.687
H -2.455 -0.640 -4.274
H -2.208 -1.057 -1.866
S -1.721 -5.784 1.312
C -1.674 -4.089 1.056
N -1.001 -3.678 0.026
C -0.463 -4.763 -0.669
C 0.263 -4.677 -1.859
C 0.711 -5.846 -2.433
C 0.442 -7.092 -1.848
C -0.292 -7.188 -0.686
C -0.748 -6.004 -0.103
H -2.186 -3.399 1.713
H 0.449 -3.713 -2.310
H 1.277 -5.801 -3.355
H 0.808 -7.993 -2.322
H -0.513 -8.150 -0.243
*
```

***

Density functional theory data (ωB97M-V/def2-TZVPD) for the molecule C4H6O at a distorted geometry.

The value obtained for the HOMO-LUMO gap is 10.0 eV. The SMILES is C1=CCOC1. The LUMO energy is 1.11 eV.

Geometry as ORCA input:
```
! wB97M-V def2-TZVPD RIJCOSX def2/J DEFGRID3
* xyz 0 1
C 1.121 0.598 -0.066
C -0.079 1.259 0.027
C -1.211 0.206 -0.006
O -0.563 -1.055 -0.026
C 0.800 -0.871 0.016
H 2.104 1.083 0.044
H -0.216 2.302 -0.100
H -1.947 0.239 -0.694
H -1.776 0.276 0.902
H 1.318 -1.137 1.014
H 1.241 -1.468 -0.788
*
```

***

Density functional theory data (ωB97M-V/def2-TZVPD) for the molecule C3H5NS at a distorted geometry.

The value obtained for the HOMO-LUMO gap is 8.6 eV. The SMILES is S=CN1CC1. The LUMO energy is 0.11 eV.

Geometry as ORCA input:
```
! wB97M-V def2-TZVPD RIJCOSX def2/J DEFGRID3
* xyz 0 1
S 2.567 0.250 -0.037
C 1.280 -0.837 -0.214
N 0.113 -0.284 -0.621
C -0.343 1.032 -0.094
C -1.146 -0.277 0.137
H 1.465 -1.801 0.153
H -0.733 1.552 -0.979
H 0.090 1.439 0.664
H -2.247 -0.408 -0.148
H -1.048 -0.666 1.139
*
```

***

Density functional theory data (ωB97M-V/def2-TZVPD) for C26H29N5S2SeV as an isolated structure.

The value obtained for the HOMO-LUMO gap (alpha / beta) is 6.6 / 7.6 eV. The LUMO energy (alpha / beta) is 0.19 / 0.13 eV.

Geometry as ORCA input:
```
! wB97M-V def2-TZVPD RIJCOSX def2/J DEFGRID3
* xyz 0 4
V -0.408 0.964 -0.851
C -1.985 -4.744 -2.244
N -0.938 -3.821 -1.864
C 0.197 -3.541 -2.608
C 0.960 -2.703 -1.889
N 0.271 -2.448 -0.711
C -0.899 -3.169 -0.670
S -1.984 -3.246 0.588
C 0.765 -1.744 0.415
C 1.778 -2.297 1.174
C 2.178 -1.626 2.317
C 1.538 -0.450 2.667
C 0.552 0.035 1.826
N 0.181 -0.586 0.703
H -1.548 -5.584 -2.780
H -2.729 -4.258 -2.872
H -2.472 -5.093 -1.336
H 0.347 -3.942 -3.594
H 1.888 -2.216 -2.126
H 2.216 -3.241 0.882
H 2.969 -2.030 2.936
H 1.813 0.102 3.552
H 0.052 0.973 2.040
C -0.125 0.514 -2.936
H 0.044 -0.520 -3.258
H 0.727 1.108 -3.294
H -0.995 0.887 -3.492
N -2.672 2.605 1.140
C -3.232 1.646 0.379
N -2.593 0.942 -0.516
C -3.442 0.021 -1.133
C -3.098 -0.843 -2.167
C -4.072 -1.673 -2.690
C -5.374 -1.675 -2.191
C -5.728 -0.821 -1.161
C -4.754 0.024 -0.655
S -4.918 1.232 0.591
H -1.768 2.981 0.836
H -3.278 3.212 1.663
H -2.089 -0.835 -2.556
H -3.821 -2.326 -3.516
H -6.117 -2.338 -2.613
H -6.736 -0.804 -0.770
C 5.083 1.645 3.253
C 3.914 2.043 2.394
C 2.900 2.853 2.883
C 1.830 3.261 2.091
C 0.769 4.136 2.698
C 1.763 2.840 0.753
Se 0.299 3.434 -0.364
C 2.774 2.008 0.248
C 2.744 1.502 -1.168
C 3.827 1.630 1.072
H 4.843 1.724 4.313
H 5.942 2.291 3.062
H 5.395 0.620 3.047
H 2.942 3.189 3.915
H 1.026 4.388 3.727
H -0.200 3.631 2.696
H 0.645 5.055 2.126
H 1.961 0.749 -1.331
H 3.693 1.029 -1.423
H 2.540 2.308 -1.872
H 4.605 0.990 0.667
*
```

***

Density functional theory data (ωB97M-V/def2-TZVPD) for a 2-piece molecular cluster, C4H13NS overall at a distorted geometry.

The value obtained for the HOMO-LUMO gap is 9.5 eV. The SMILES is CCN.CSC. The LUMO energy is 0.87 eV.

Geometry as ORCA input:
```
! wB97M-V def2-TZVPD RIJCOSX def2/J DEFGRID3
* xyz 0 1
C 1.948 1.028 0.970
C 2.305 0.696 -0.467
N 2.488 -0.643 -0.985
H 0.879 0.768 1.120
H 1.999 2.062 1.270
H 2.443 0.352 1.689
H 3.057 1.359 -0.902
H 1.502 1.134 -1.075
H 2.613 -1.397 -0.321
H 1.646 -0.895 -1.490
C -1.926 -1.387 -0.866
S -2.732 0.254 -0.919
C -2.775 0.412 0.942
H -0.801 -1.415 -0.770
H -2.267 -2.025 -0.050
H -2.033 -1.810 -1.867
H -3.676 0.961 1.185
H -1.914 1.075 1.028
H -2.756 -0.531 1.509
*
```

***

Density functional theory data (ωB97M-V/def2-TZVPD) for the molecule C18H25N5O3S.

The value obtained for the HOMO-LUMO gap is 9.1 eV. The SMILES is CC(C)Cc1nc(SCC(=O)N2CCCC2)c2c(=O)n(C)c(=O)n(C)c2n1. The LUMO energy is 0.13 eV.

Geometry as ORCA input:
```
! wB97M-V def2-TZVPD RIJCOSX def2/J DEFGRID3
* xyz 0 1
C -2.110 -3.513 0.274
C -0.937 -2.601 -0.076
C 0.109 -3.362 -0.884
C -0.319 -2.028 1.215
C 0.599 -0.889 0.912
N 0.086 0.334 0.963
C 0.886 1.364 0.686
S 0.321 2.992 0.784
C -1.411 2.735 1.326
C -2.347 2.871 0.134
O -2.400 3.900 -0.512
N -3.115 1.808 -0.164
C -3.212 0.543 0.542
C -4.155 -0.291 -0.326
C -5.055 0.763 -0.967
C -4.075 1.893 -1.254
C 2.233 1.143 0.333
C 3.136 2.229 0.037
O 2.813 3.400 0.076
N 4.421 1.824 -0.295
C 5.404 2.845 -0.615
C 4.871 0.519 -0.346
O 6.013 0.255 -0.643
N 3.950 -0.470 -0.039
C 4.377 -1.854 -0.070
C 2.662 -0.186 0.297
N 1.847 -1.198 0.593
H -2.877 -2.968 0.819
H -2.555 -3.919 -0.632
H -1.771 -4.343 0.890
H -1.307 -1.765 -0.679
H 0.442 -4.240 -0.336
H 0.973 -2.733 -1.076
H -0.307 -3.686 -1.835
H -1.113 -1.675 1.873
H 0.248 -2.814 1.714
H -1.609 3.560 2.010
H -1.462 1.780 1.836
H -3.647 0.699 1.538
H -2.228 0.084 0.650
H -3.591 -0.814 -1.099
H -4.709 -1.025 0.256
H -5.813 1.093 -0.255
H -5.552 0.405 -1.866
H -3.562 1.743 -2.210
H -4.530 2.885 -1.266
H 5.793 2.680 -1.620
H 4.906 3.810 -0.552
H 6.232 2.796 0.092
H 3.841 -2.390 -0.852
H 5.446 -1.868 -0.271
H 4.160 -2.322 0.889
*
```